Computed, not measured: 2 unconnected molecules or ions with the total composition C26H31BF2N, with ωB97M-V/def2-TZVPD.

Element x y z (Å)
F  3.20  -0.97  -4.06
C  4.33  -1.72  -4.22
C  5.18  -1.41  -5.27
C  6.35  -2.18  -5.39
C  6.57  -3.30  -4.59
C  5.63  -3.67  -3.60
C  5.75  -4.92  -2.86
C  4.91  -5.20  -1.75
C  4.91  -6.41  -1.07
C  3.97  -6.75  -0.04
C  2.87  -5.91  0.28
C  2.01  -6.28  1.30
F  0.95  -5.45  1.59
C  2.15  -7.45  2.03
C  3.23  -8.30  1.71
C  4.12  -7.96  0.69
C  4.55  -2.78  -3.34
H  4.96  -0.57  -5.92
H  7.09  -1.91  -6.16
H  7.49  -3.89  -4.69
H  6.18  -5.80  -3.37
H  4.29  -4.39  -1.35
H  5.68  -7.15  -1.33
H  2.71  -4.96  -0.26
H  1.43  -7.70  2.80
H  3.35  -9.24  2.25
H  4.97  -8.60  0.45
H  3.85  -2.95  -2.53
C  10.17  -2.19  -2.70
C  9.33  -2.70  -1.54
N  9.61  -4.15  -1.20
C  11.09  -4.29  -1.02
C  11.69  -3.44  -0.08
C  13.05  -3.59  0.24
C  13.81  -4.55  -0.45
C  13.22  -5.34  -1.44
C  11.84  -5.22  -1.72
C  8.99  -4.45  0.16
C  9.42  -5.82  0.67
C  7.48  -4.38  0.09
B  8.92  -5.07  -2.36
H  7.64  -4.80  -2.40
H  9.84  -1.17  -2.91
H  11.23  -2.13  -2.46
H  10.05  -2.80  -3.61
H  9.52  -2.12  -0.64
H  8.26  -2.65  -1.79
H  11.11  -2.67  0.44
H  13.50  -2.96  1.01
H  14.87  -4.67  -0.21
H  13.80  -6.07  -2.01
H  11.38  -5.86  -2.48
H  9.36  -3.66  0.84
H  8.85  -6.04  1.58
H  9.21  -6.62  -0.06
H  10.48  -5.86  0.94
H  7.07  -4.39  1.10
H  7.11  -3.48  -0.40
H  7.06  -5.24  -0.42
H  9.38  -4.84  -3.46
H  9.07  -6.25  -2.13

Output
ΔE to the lowest compared entry with this formula, charge and spin: 0.0 kcal per mole
E_HOMO: -11.9 eV
Net charge: +1
Orbital gap: 6.4 eV
LUMO level: -0.2014 hartree

For reference, the Löwdin charges in units of e are: F 0.05; C -0.22; C 0.03; C -0.04; C -0.01; C -0.20; C 0.02; C -0.08; C 0.04; C -0.20; C 0.07; C -0.22; F 0.05; C 0.04; C -0.04; C -0.01; C 0.07; H 0.13; H 0.12; H 0.11; H 0.15; H 0.10; H 0.15; H 0.13; H 0.13; H 0.12; H 0.12; H 0.12; C -0.05; C -0.18; N -0.14; C -0.24; C -0.04; C -0.05; C -0.07; C -0.05; C 0.00; C -0.35; C -0.03; C -0.06; B -0.29; H 0.05; H 0.09; H 0.09; H 0.07; H 0.12; H 0.11; H 0.12; H 0.12; H 0.11; H 0.11; H 0.11; H 0.14; H 0.09; H 0.08; H 0.09; H 0.10; H 0.08; H 0.04; H 0.05; H 0.05